Density functional theory data (wB97M-V/def2-TZVPD) for 2 unconnected molecules or ions with the total composition C5H14NO3 at a distorted geometry.

XYZ file:
```
23
Properties=species:S:1:pos:R:3
O -1.57076 -3.02649 -0.27394
O -0.77689 1.03211 2.53014
O 1.69903 0.19257 -2.48583
N -0.58767 -1.00128 -1.53508
C 0.11890 1.90346 1.82301
C 0.53175 -0.33065 0.61576
C 0.65546 1.19148 0.55387
C -1.20306 -2.17484 0.48859
C -0.75038 -0.82179 -0.06177
H 0.95044 2.02026 2.51115
H 1.72611 -0.15232 -3.38975
H 1.35676 -0.77990 0.05479
H -1.13333 -2.31846 1.57419
H -1.71086 1.17901 2.39544
H -0.41056 2.82801 1.61785
H -0.28212 -1.95930 -1.71808
H 0.11760 -0.31711 -1.88567
H -1.47051 -0.86990 -1.99180
H 1.69178 1.50556 0.42571
H 1.88274 1.10973 -2.61665
H 0.17378 1.58818 -0.34870
H 0.55940 -0.68294 1.63710
H -1.56761 -0.11537 0.07968
```

Computed properties:
Charge   +1
Energy relative to the best compared isomer or geometry (same formula, charge and spin)   33.77 kcal per mole
Orbital gap   10.50 eV
M   136.2 g/mol
Energy   -13037.7106 eV
LUMO level   -0.124 Ha
2S+1   1

Here are the Mulliken charges for atoms 1 to 2, given in e: number 1, O, carries -0.473; number 2, O, carries -0.555